# C20H45N3O7S

A 5-piece molecular cluster, C20H45N3O7S overall (wB97M-V/def2-TZVPD, the Open Molecules 2025 dataset).

Cartesian coordinates (Å):
N  -2.3049  0.0362  0.5592
C  -1.0576  0.7323  0.2681
C  0.2262  0.0012  0.6848
O  0.2335  -1.3212  0.1686
C  0.4636  -0.0204  2.2070
C  1.1930  1.1620  2.8661
C  0.3535  2.4426  3.1354
N  -1.0506  2.3854  3.3654
O  0.6037  3.2734  1.9732
C  1.9000  3.1072  1.6191
O  2.5414  3.9319  1.0432
C  2.3739  1.7194  2.0599
N  3.6010  1.8518  2.8460
C  4.3847  0.9677  3.0399
S  5.4541  -0.1226  3.3637
H  -2.3167  -0.3500  1.4970
H  -2.4363  -0.7202  -0.1003
H  -1.0793  1.7267  0.7174
H  -1.0154  0.8843  -0.8087
H  1.0559  0.4894  0.1685
H  -0.3166  -1.8765  0.7290
H  -0.5058  -0.1276  2.7095
H  1.0262  -0.9261  2.4461
H  1.5666  0.8251  3.8350
H  0.7959  2.9451  4.0002
H  -1.2561  2.0598  4.3001
H  -1.5505  1.8177  2.6949
H  2.6006  1.1305  1.1717
C  -3.5186  1.7484  -3.9767
C  -2.2495  0.9387  -3.7781
C  -1.8948  0.0866  -4.9829
O  -2.3781  0.1236  -2.6080
H  -4.3600  1.0616  -4.1114
H  -3.7214  2.3641  -3.0993
H  -3.4577  2.3956  -4.8524
H  -1.4196  1.6147  -3.5580
H  -2.7036  -0.6206  -5.1937
H  -0.9828  -0.4781  -4.7982
H  -1.7467  0.7037  -5.8707
H  -3.0821  -0.5139  -2.7799
C  3.0660  -0.6378  -6.5801
C  2.3949  -0.6572  -5.2167
C  3.2907  -1.2590  -4.1465
O  1.1444  -1.3431  -5.2741
H  3.3027  -1.6578  -6.8969
H  2.4067  -0.1941  -7.3257
H  3.9961  -0.0688  -6.5531
H  2.1269  0.3625  -4.9312
H  3.5334  -2.2954  -4.3990
H  2.7873  -1.2542  -3.1799
H  4.2262  -0.7052  -4.0581
H  1.3172  -2.2592  -5.5190
C  6.4332  -3.1318  6.0604
C  5.4305  -2.2805  6.8216
C  5.5549  -2.4602  8.3260
O  4.0983  -2.5578  6.3884
H  6.2628  -4.1927  6.2660
H  6.3261  -2.9761  4.9868
H  7.4574  -2.8911  6.3481
H  5.5844  -1.2295  6.5690
H  5.3611  -3.5019  8.5981
H  4.8316  -1.8329  8.8461
H  6.5557  -2.2009  8.6738
H  3.9115  -3.4817  6.5897
C  -7.2365  1.0490  -3.1840
C  -7.2124  0.0706  -2.0214
C  -7.4619  0.7590  -0.6896
O  -5.9700  -0.6376  -1.9898
H  -6.4299  1.7757  -3.0525
H  -7.0766  0.5294  -4.1287
H  -8.1797  1.5939  -3.2367
H  -7.9699  -0.7002  -2.1774
H  -6.6845  1.5051  -0.5013
H  -7.4415  0.0344  0.1239
H  -8.4274  1.2664  -0.6821
H  -5.2789  0.0114  -1.8050

Calculated values
- Electronic energy: -1878.15995 hartree
- SMILES string: NC[C@H](O)C[C@@H]1[C@H](N)OC(=O)[C@H]1N=C=S.CC(C)O.CC(C)O.CC(C)O.CC(C)O
- HOMO-LUMO gap: 9.775 eV
- Multiplicity: 1